1.
DFT (the ωB97M-V functional and the def2-TZVPD basis) results for C20H63Fe2O21 as an isolated structure in a non-equilibrium geometry.

Structure (XYZ):
```
106
Properties=species:S:1:pos:R:3
Fe 1.43134 -1.72005 3.55657
Fe 1.04224 2.37509 -4.02371
C 1.63589 -4.87168 0.55218
C 2.39455 -4.14603 1.69260
O 1.62651 -3.78614 2.79211
H 2.32423 -5.02031 -0.27981
H 0.74782 -4.34215 0.20717
H 1.22438 -5.80812 0.92882
H 2.94643 -3.26389 1.36800
H 3.15572 -4.85279 2.02306
C -1.24830 -0.45847 0.48021
C -0.93653 0.13218 -0.70887
C 0.47989 0.56121 -1.04336
O 0.72836 1.25362 -2.12677
C 1.55437 0.28280 -0.22956
C 1.33077 -0.35846 1.01045
C -0.15456 -0.78788 1.42007
O -0.28362 -1.39412 2.47362
O 2.19106 -0.66185 1.83198
O -1.96508 0.26254 -1.54067
H -2.27127 -0.73248 0.69202
H 2.52151 0.67889 -0.50186
C -5.28570 2.33223 -2.29398
C -4.97659 2.27931 -0.78359
O -4.47152 1.03694 -0.36331
H -4.48394 1.98356 -2.94490
H -5.35505 3.35286 -2.67027
H -6.22743 1.86673 -2.58479
H -5.85854 2.55914 -0.20743
H -4.13489 2.95841 -0.64772
H -3.57604 0.96528 -0.70179
C -2.90592 -4.53793 -2.73017
C -2.30535 -3.15579 -2.43764
O -2.94334 -2.64880 -1.28730
H -3.90717 -4.43830 -3.14931
H -2.86505 -5.34531 -1.99903
H -2.27622 -4.90624 -3.54006
H -2.22469 -2.44693 -3.26172
H -1.25633 -3.29206 -2.17479
H -2.45459 -1.84795 -1.08390
C 7.59281 2.79122 -1.14836
C 6.70417 1.85583 -0.28166
O 5.43886 1.79891 -0.89310
H 7.08216 3.75284 -1.09712
H 7.62167 2.44734 -2.18229
H 8.59198 2.90621 -0.72820
H 6.49769 2.18732 0.73598
H 7.09066 0.83674 -0.26820
H 5.10584 0.93799 -0.62943
C -1.10683 4.77340 0.85264
C -0.83126 3.94244 -0.43847
O -1.42022 4.64191 -1.50688
H -0.66635 5.76782 0.92480
H -0.60609 4.29396 1.69377
H -2.10496 4.88712 1.27561
H -1.31880 2.96755 -0.43741
H 0.24350 3.85831 -0.59943
H -0.98234 5.49548 -1.54262
C -4.28584 1.94821 2.86673
C -2.87536 1.65905 2.47842
O -2.03836 2.51136 3.24323
H -4.47071 1.82131 3.93342
H -4.88879 1.22251 2.32092
H -4.66576 2.92546 2.56883
H -2.59755 1.85978 1.44371
H -2.67572 0.60086 2.64720
H -1.13012 2.29884 3.01619
C 2.43343 -1.84894 -3.28357
C 1.21609 -2.66876 -2.96187
O 0.55528 -3.07198 -4.18015
H 3.29714 -1.95860 -2.62777
H 2.20836 -0.79311 -3.43414
H 2.81590 -2.12993 -4.26483
H 0.51643 -2.19488 -2.27338
H 1.62322 -3.51635 -2.41058
H -0.19953 -2.52974 -4.42067
O 0.88698 0.21671 4.41145
H 1.00209 1.07998 4.01427
H 0.64049 0.40053 5.31792
O 4.57433 -0.88479 0.04127
H 4.59844 -1.20788 0.94197
H 3.64305 -0.76927 -0.14740
O -4.74058 -1.38486 0.62631
H -4.25973 -1.84232 -0.06344
H -4.75430 -0.47054 0.34338
O 0.21967 -2.51870 5.19712
H -0.49160 -2.08017 5.66404
H 0.35041 -3.33827 5.67403
O 3.88627 1.11306 3.04085
H 4.22950 0.54554 3.73102
H 3.37827 0.52760 2.47924
O -1.10051 -4.69048 3.41086
H -1.62133 -3.99586 3.00778
H -0.19249 -4.43150 3.25381
O -2.83668 0.40691 -4.31960
H -3.14228 1.29554 -4.50175
H -2.52458 0.44109 -3.41536
O 1.90483 3.87066 -2.98596
H 2.00710 3.81150 -2.03608
H 2.13224 4.77645 -3.19587
O 3.15481 3.43700 -0.56412
H 3.86974 2.94714 -0.97050
H 3.42209 3.53813 0.34943
O -2.96030 -2.72506 2.36947
H -2.30869 -2.02435 2.34415
H -3.70475 -2.37838 1.87770
```

Calculated values
Net charge: 0
2S+1: 10
E_tot (eV): -133528.3331

***

2.
DFT (the ωB97M-V functional and the def2-TZVPD basis) results for a 10-piece molecular cluster, C20H63N3O14 overall in a non-equilibrium geometry.

Structure (XYZ):
```
100
Properties=species:S:1:pos:R:3
C 4.64956 -4.43830 -0.55901
C 5.61662 -3.23773 -0.78887
C 6.87751 -3.61656 -1.64074
O 7.91577 -2.65629 -1.44375
C 9.14104 -2.79384 -2.19194
N 4.87957 -2.13507 -1.39839
H 4.38026 -4.78871 -1.55539
H 3.79519 -3.99439 -0.04803
H 5.01734 -5.18457 0.14521
H 5.95761 -2.84070 0.16726
H 6.70824 -3.65012 -2.71699
H 7.24526 -4.58239 -1.29426
H 9.01257 -2.49497 -3.23226
H 9.73657 -3.70643 -2.16721
H 9.78590 -2.10721 -1.64350
H 4.14050 -1.91381 -0.74653
H 5.57993 -1.40766 -1.42045
C -7.17716 0.32642 -1.34383
C -6.70378 0.83983 -0.01472
C -5.86691 -0.19023 0.84463
O -6.53291 -1.40143 1.23470
C -7.73693 -1.10559 1.99222
N -5.96315 2.08731 -0.21842
H -6.31567 0.26025 -2.00832
H -7.81848 1.03651 -1.86594
H -7.75911 -0.59320 -1.28276
H -7.62124 1.06477 0.52910
H -5.50971 0.27369 1.76403
H -4.98768 -0.49748 0.27838
H -8.49400 -0.92027 1.23026
H -7.54673 -0.24560 2.63436
H -8.06400 -1.96091 2.58344
H -5.37084 2.30605 0.56989
H -6.61649 2.84835 -0.09979
C 0.55335 4.74927 -0.00503
C 0.46016 6.03680 -0.86127
C -0.91211 6.82425 -0.57429
O -0.83800 8.03534 -1.31764
C -2.12988 8.75280 -1.25559
N 1.65969 6.82766 -0.44423
H -0.31138 4.09773 -0.13083
H 0.56931 4.85895 1.07932
H 1.44902 4.13995 -0.12585
H 0.38784 5.95587 -1.94586
H -1.01133 6.96185 0.50243
H -1.82631 6.28914 -0.83117
H -2.40902 8.99987 -0.23131
H -2.90550 8.17069 -1.75325
H -2.08606 9.78946 -1.58953
H 2.45360 6.28912 -0.76010
H 1.59048 7.72416 -0.90424
C -0.47312 -5.11886 -4.16460
C 0.26875 -3.73987 -3.90571
O 1.59874 -3.90358 -4.30890
O 0.14876 -5.99159 -3.26416
H -0.29904 -5.48473 -5.17649
H -1.52649 -5.11232 -3.88447
H 0.16350 -3.45111 -2.85993
H -0.18661 -2.97381 -4.53330
H 2.11179 -3.41112 -3.66402
H 0.56863 -6.71588 -3.73396
C -2.31997 -4.66963 6.22202
C -1.97864 -3.33549 5.44694
O -1.78087 -2.21504 6.27411
O -3.70210 -4.76697 6.58021
H -1.71598 -4.92076 7.09393
H -2.23155 -5.39694 5.41499
H -2.76422 -3.16834 4.71002
H -1.06222 -3.57891 4.90933
H -1.69031 -1.40217 5.77147
H -3.93078 -4.06976 7.19924
C 4.20163 0.85227 3.81977
C 4.49324 2.30680 4.16690
O 5.27351 2.94407 3.24358
O 5.36798 0.05983 4.12596
H 4.02933 0.74848 2.74849
H 3.36075 0.41033 4.35429
H 4.95237 2.49470 5.13746
H 3.52833 2.80751 4.08727
H 6.11471 2.48157 3.25324
H 5.19435 -0.88370 4.09131
C 0.10592 1.89454 -4.60168
C -1.34663 2.09430 -4.26902
O -1.77983 1.41403 -3.11722
O 0.58104 3.11494 -5.23307
H 0.26561 1.06952 -5.29590
H 0.64192 1.67908 -3.67734
H -1.83828 1.63341 -5.12573
H -1.61915 3.13592 -4.09912
H -2.49434 1.84789 -2.64517
H 0.31128 2.94081 -6.13778
O -0.01488 -0.72437 0.43398
H -0.21311 -1.65558 0.53291
H -0.63196 -0.41687 -0.23002
O -1.06609 -4.82858 0.50402
H -2.01346 -4.92464 0.60145
H -0.80304 -5.57604 -0.03295
O -0.79847 1.12289 3.72434
H -0.64232 0.52598 2.99253
H -1.40697 1.77483 3.37663
```

Calculated values
Net charge: 0
Structure (SMILES): COC[C@H](C)N.COC[C@H](C)N.COC[C@H](C)N.OCCO.OCCO.OCCO.OCCO.O.O.O
E_tot (eV): -54890.3857
Relative energy (zero: lowest compared OMol25 entry of this formula, charge and spin) (kcal/mol): 0.00

***

3.
DFT (the ωB97M-V functional and the def2-TZVPD basis) results for a 9-piece molecular cluster, C20H63N5O9 overall in a non-equilibrium geometry.

Structure (XYZ):
```
97
Properties=species:S:1:pos:R:3
O 0.26599 1.46591 2.58341
H 0.02348 0.79175 1.91564
H 0.74178 0.97681 3.26162
O -0.52438 -3.92663 1.56214
H 0.09268 -4.68037 1.38436
H 0.03414 -3.23400 1.91965
O -1.52383 -2.95860 -0.86229
H -1.27964 -3.27978 0.03285
H -2.33519 -3.43001 -1.07557
O -0.28485 -0.59337 0.76475
H -1.16666 -0.20631 0.64703
H -0.11789 -1.06171 -0.06735
C -1.76497 2.98918 0.37094
C -1.64451 4.48857 0.17763
C -2.82454 5.02007 -0.62551
O -4.05016 4.58331 -0.03258
C -5.13240 4.76903 -0.92790
N -1.44321 5.13659 1.50260
H -1.89493 2.49955 -0.60257
H -2.62710 2.71027 0.98149
H -0.96752 2.48178 0.92174
H -0.74930 4.71417 -0.40985
H -2.62134 4.58888 -1.61163
H -2.86860 6.11083 -0.57445
H -5.15752 5.79923 -1.30758
H -6.03800 4.54745 -0.36630
H -5.01640 4.12815 -1.80697
H -0.90181 4.50496 2.07280
H -2.33393 5.35073 1.92960
C 0.72317 1.96762 -3.32506
C -0.23934 1.04317 -2.55709
C -1.57470 0.89305 -3.28651
O -2.29282 2.09348 -3.13528
C -3.45737 2.27361 -3.91513
N 0.40637 -0.25725 -2.50384
H 0.71548 1.73372 -4.38974
H 1.72124 1.80007 -2.92484
H 0.39227 2.99999 -3.21711
H -0.54556 1.36636 -1.56100
H -2.11900 0.06238 -2.81031
H -1.44821 0.56690 -4.32768
H -4.29707 2.53743 -3.27849
H -3.68022 1.49732 -4.65127
H -3.23599 3.13958 -4.55825
H -0.21261 -1.04605 -2.34177
H 1.04232 -0.53747 -3.23285
C 2.58898 -3.16868 1.50170
C 2.85693 -4.28463 0.45513
C 2.68221 -5.72024 0.98220
O 1.30146 -5.94543 1.23386
C 0.99016 -7.32969 1.17343
N 2.03645 -4.12651 -0.76739
H 1.74709 -2.52396 1.28190
H 3.54630 -2.70753 1.73508
H 2.30265 -3.67221 2.43648
H 3.86444 -4.08119 0.09088
H 3.32176 -5.91418 1.84306
H 3.04910 -6.28754 0.12151
H 1.42419 -7.77928 0.27518
H -0.08528 -7.43427 1.03414
H 1.33961 -7.86515 2.05647
H 1.08774 -4.45956 -0.70823
H 2.09576 -3.15297 -1.02637
C -2.41943 -1.59015 2.41550
C -2.98678 -0.20987 2.59978
C -3.99186 0.16950 1.50844
O -3.58261 -0.15314 0.19505
C -4.42684 0.33492 -0.81860
N -3.70320 -0.11506 3.89386
H -2.10456 -1.83697 1.39896
H -3.14645 -2.36456 2.66946
H -1.52237 -1.68809 3.03415
H -2.19272 0.54788 2.58911
H -4.09161 1.26539 1.55933
H -4.99828 -0.23663 1.65956
H -3.97033 0.06069 -1.76995
H -4.47608 1.42340 -0.74944
H -5.41225 -0.13637 -0.87176
H -3.68941 0.89091 4.10815
H -3.00346 -0.36201 4.60453
C 6.92708 1.25809 1.33558
C 6.62804 0.68019 -0.08138
C 5.17064 0.85273 -0.47396
O 4.43865 0.05490 0.41584
C 3.05069 0.31588 0.39130
N 7.58427 1.15826 -1.09987
H 6.32957 2.14881 1.54369
H 7.97136 1.53107 1.46474
H 6.60238 0.47340 2.01695
H 6.84413 -0.38427 0.04145
H 5.00522 0.58572 -1.52913
H 4.84156 1.90294 -0.43484
H 2.76866 0.38051 -0.66970
H 2.76456 1.24602 0.88669
H 2.43012 -0.50438 0.73984
H 8.16139 1.88721 -0.69715
H 8.26303 0.44574 -1.33666
```

Calculated values
Net charge: 0
Structure (SMILES): COC[C@H](C)N.COC[C@H](C)N.COC[C@H](C)N.COC[C@H](C)N.COC[C@H](C)N.O.O.O.O
E_tot (eV): -47636.5925
Relative energy (zero: lowest compared OMol25 entry of this formula, charge and spin) (kcal/mol): 41.45

***

4.
DFT (the ωB97M-V functional and the def2-TZVPD basis) results for C20H68Br2N31O18 as an isolated structure in a non-equilibrium geometry.

Structure (XYZ):
```
139
Properties=species:S:1:pos:R:3
C -0.70422 2.69946 0.74799
C -1.47695 1.29321 0.73283
Br -3.29326 1.63304 1.57008
C -1.76814 0.71598 -0.73828
Br -3.17620 -0.71579 -0.58898
C -0.47863 0.12203 -1.49080
N -0.07342 0.92412 -2.70234
O -0.70233 0.24835 -3.76877
C 0.80086 -0.10489 -0.55303
O 0.80766 -1.16446 0.19313
O 1.90687 0.70569 -0.50794
H -1.25235 3.53636 0.18868
H -0.64761 3.03405 1.84925
H 0.39623 2.59328 0.40797
H -0.95178 0.56664 1.43637
H -2.22924 1.54033 -1.40434
H -0.77989 -0.91960 -1.88503
H -0.53930 1.85221 -2.67894
H -0.87445 0.89711 -4.48267
C 2.54563 -4.70039 -1.28338
O 2.84284 -5.80670 -1.72515
N 1.46599 -4.00500 -1.72286
N 3.26337 -4.07799 -0.32319
H 1.20305 -3.09462 -1.37342
H 0.90451 -4.43443 -2.43913
H 4.07442 -4.56061 0.03194
H 3.03300 -3.17154 0.04963
C 6.24698 -3.19435 2.09534
O 5.44758 -4.00731 1.65066
N 7.58992 -3.35124 1.97845
N 5.86034 -2.06900 2.74220
H 8.26138 -2.69732 2.33545
H 7.91797 -4.17885 1.50165
H 4.86737 -1.91618 2.84945
H 6.49950 -1.39135 3.11376
C -1.25194 5.03236 4.10047
O -1.82749 4.26679 3.34948
N -1.03283 4.75007 5.41227
N -0.77829 6.23684 3.69084
H -0.55932 5.36795 6.04673
H -1.37013 3.86441 5.75313
H -0.92119 6.48145 2.72194
H -0.30068 6.88409 4.29162
C -0.92426 6.61313 -1.33427
O -0.75717 6.18552 -0.20214
N -0.36474 6.03167 -2.42393
N -1.68328 7.70531 -1.59884
H -0.48938 6.36587 -3.36183
H 0.20663 5.21630 -2.26680
H -2.11591 8.16305 -0.81349
H -1.83423 8.07339 -2.52052
C -1.38213 -6.95872 -0.48886
O -2.07512 -7.66554 0.23716
N -0.34653 -6.22642 -0.02450
N -1.59774 -6.85224 -1.82293
H 0.23190 -5.64168 -0.60494
H -0.15366 -6.27843 0.96197
H -2.36134 -7.38267 -2.20822
H -1.04392 -6.28080 -2.43433
C -5.81676 -2.90033 0.98015
O -5.40469 -2.84355 -0.16702
N -5.28507 -2.16117 1.98369
N -6.84358 -3.70887 1.35022
H -5.60858 -2.19254 2.93283
H -4.51920 -1.54684 1.74697
H -7.26442 -4.27382 0.63123
H -7.19696 -3.77025 2.28725
C -5.20341 -0.33779 -4.08620
O -6.04724 0.26501 -3.43604
N -4.97080 -0.08077 -5.39964
N -4.42808 -1.31232 -3.55616
H -4.28324 -0.56365 -5.95241
H -5.52725 0.63800 -5.83115
H -4.56873 -1.53469 -2.58145
H -3.73197 -1.81623 -4.07490
C 10.23561 -4.18183 -0.40667
O 9.54251 -4.88434 0.31908
N 11.27959 -3.45147 0.06411
N 10.02193 -4.07341 -1.73568
H 11.85967 -2.87010 -0.51226
H 11.47048 -3.50688 1.05091
H 9.25599 -4.60214 -2.12282
H 10.57835 -3.50479 -2.34677
C -0.92111 -10.94182 3.00754
O -0.70520 -11.50606 4.07228
N -0.69308 -11.53219 1.80738
N -1.40576 -9.68051 2.93203
H -0.86351 -11.08630 0.92379
H -0.33205 -12.47141 1.81947
H -1.58848 -9.20664 3.80074
H -1.58920 -9.20104 2.06601
C -2.27539 11.42053 0.19635
O -3.08226 10.60496 -0.22574
N -0.93709 11.26634 0.05020
N -2.65013 12.54952 0.84717
H -0.25822 11.92332 0.38891
H -0.61955 10.43815 -0.42900
H -3.63764 12.69911 0.97500
H -2.00435 13.23125 1.20130
C -5.44598 7.18367 -1.30789
O -5.04120 7.23955 -2.46021
N -4.90569 7.92234 -0.30714
N -6.46989 6.37816 -0.93089
H -5.22240 7.89176 0.64432
H -4.14137 8.53355 -0.54890
H -6.89671 5.81310 -1.64670
H -6.81643 6.31706 0.00884
C 2.96283 -1.50847 5.43627
O 3.39340 -1.45258 4.29739
N 3.48155 -0.77248 6.45291
N 1.92798 -2.31083 5.78656
H 3.14131 -0.80418 7.39634
H 4.25190 -0.16370 6.23150
H 1.51629 -2.87249 5.05842
H 1.55796 -2.37222 6.71717
C -4.38657 -0.84620 -8.84642
O -4.04286 -1.59726 -7.94691
N -5.54172 -1.01336 -9.53671
N -3.64292 0.22032 -9.23299
H -5.84250 -0.40812 -10.27849
H -6.12157 -1.79497 -9.27804
H -2.77705 0.37761 -8.74330
H -3.90730 0.84919 -9.96907
C 10.03057 -7.59788 -2.87093
O 9.82245 -6.44627 -3.22114
N 10.76237 -8.46783 -3.61282
N 9.54868 -8.10536 -1.71147
H 10.94465 -9.41690 -3.34286
H 11.13762 -8.12649 -4.48226
H 8.99997 -7.48796 -1.13222
H 9.70736 -9.04749 -1.40484
C -3.45366 8.30319 6.72642
O -3.28144 7.88896 7.86282
N -2.90459 7.70819 5.63961
N -4.21059 9.39677 6.45340
H -3.03385 8.03261 4.69855
H -2.33606 6.89239 5.80114
H -4.63596 9.86695 7.23528
H -4.36466 9.75328 5.52801
```

Calculated values
Net charge: -1
E_tot (eV): -244990.8435